A molecular structure, C25H42BrNOP2Zn. Source: the OMol25 dataset; level of theory: wB97M-V/def2-TZVPD.

Last column: Mulliken charge in e.
Element x y z (Å)
N -5.372 2.414 -2.181  -0.52
C -5.215 2.648 -0.874  -0.55
C -4.076 2.237 -0.167  -0.32
C -2.981 1.671 -0.880  1.48
C -3.211 1.342 -2.235  -0.25
C -4.393 1.800 -2.848  -0.47
C -1.649 1.640 -0.259  -1.38
Zn -0.367 0.159 0.247  0.53
P 1.743 -0.277 0.672  0.26
C -0.470 1.610 -1.124  -1.23
C 0.481 2.729 -1.175  -0.13
C 1.565 2.666 -2.079  -0.02
C 2.584 3.609 -2.037  -0.80
C 2.538 4.657 -1.094  -0.06
C 1.406 4.789 -0.270  -0.63
C 0.359 3.869 -0.352  0.02
Br 3.914 5.847 -0.961  -0.05
H -1.605 2.221 0.668  1.01
H -0.512 1.046 -2.063  0.94
H -4.016 2.434 0.905  0.46
H -2.467 0.798 -2.826  0.31
H -6.023 3.185 -0.367  0.40
H -4.532 1.646 -3.923  0.39
H 1.582 1.859 -2.810  0.48
H -0.566 4.021 0.212  0.46
H 3.419 3.519 -2.724  0.49
H 1.341 5.622 0.423  0.49
P -1.217 -2.102 0.275  0.21
C 2.518 1.333 1.138  0.23
C 3.943 1.622 0.685  -1.56
H 2.430 1.410 2.235  0.58
H 1.858 2.113 0.719  -0.15
H 4.215 2.624 1.039  0.45
H 4.681 0.913 1.082  0.35
H 4.020 1.644 -0.407  0.26
C 2.607 -0.873 -0.840  -0.16
C 3.874 -1.706 -0.655  -1.53
H 2.812 0.016 -1.460  0.29
H 1.868 -1.475 -1.396  0.20
H 4.237 -2.004 -1.649  0.47
H 4.684 -1.148 -0.170  0.25
H 3.688 -2.619 -0.076  0.33
C 2.252 -1.419 2.027  -0.36
C 3.647 -1.231 2.631  -1.38
H 2.156 -2.441 1.628  0.46
H 1.493 -1.306 2.817  0.62
H 3.734 -1.903 3.492  0.44
H 4.453 -1.497 1.931  0.24
H 3.825 -0.213 2.996  0.30
C -1.163 -3.027 1.860  -0.31
C -1.704 -4.458 1.798  -1.33
H -1.746 -2.428 2.576  0.41
H -0.113 -3.026 2.194  0.32
H -2.754 -4.501 1.481  0.31
H -1.120 -5.093 1.120  0.34
H -1.646 -4.902 2.802  0.42
C -0.397 -3.211 -0.948  -0.75
C -0.545 -2.754 -2.394  -1.21
H -0.816 -4.221 -0.828  0.59
H 0.660 -3.264 -0.639  0.37
H -1.601 -2.776 -2.687  0.38
H -0.157 -1.740 -2.564  0.14
H 0.007 -3.441 -3.049  0.38
C -2.986 -2.147 -0.202  -0.60
C -3.963 -1.601 0.835  -1.20
H -3.224 -3.194 -0.447  0.59
H -3.068 -1.570 -1.136  0.35
H -4.989 -1.808 0.500  0.42
H -3.833 -2.060 1.823  0.31
H -3.868 -0.515 0.948  0.17
O -0.664 0.662 2.638  -0.45
H -0.190 1.293 3.211  0.26
H -1.376 0.285 3.188  0.24

## Properties
Relative energy (zero: lowest compared OMol25 entry of this formula, charge and spin), eV: 0.000
Largest force on an atom, eV/Å: 3.590
Total charge: +2
2S+1: 1

2 unconnected molecules or ions with the total composition C5H10O2. Source: the OMol25 dataset; level of theory: wB97M-V/def2-TZVPD.

Last column: Mulliken charge in e.
Element x y z (Å)
C -0.810 2.852 0.469  -0.87
C -0.087 1.654 0.487  -0.10
C -0.522 0.361 0.593  0.02
C 0.220 -0.802 0.759  0.53
C -0.317 -2.248 0.397  -1.16
O 1.519 -0.749 1.344  -0.46
H -0.183 3.857 0.302  0.19
H -1.940 3.107 0.683  0.25
H 1.030 1.727 0.593  0.09
H -1.605 0.178 0.103  0.22
H -0.761 -2.594 -0.512  0.36
H -0.847 -2.695 1.299  0.29
H 0.652 -2.735 0.395  0.37
H 1.792 0.140 1.079  0.26
O -0.054 -0.685 -3.087  -0.63
H -0.620 -0.360 -3.806  0.32
H -0.137 -0.046 -2.418  0.32

## Properties
SMILES string: C=C/C=C(/C)O.O
Relative energy (zero: lowest compared OMol25 entry of this formula, charge and spin), eV: 3.963
Largest force on an atom, eV/Å: 6.425
2S+1: 1

11 unconnected molecules or ions with the total composition C26H40Cl30FN4O2. Source: the OMol25 dataset; level of theory: wB97M-V/def2-TZVPD.

Last column: Mulliken charge in e.
Element x y z (Å)
C 3.257 2.293 -1.554  -0.83
C 2.588 1.381 -0.698  0.13
N 1.153 1.338 -0.540  0.53
C 0.457 0.287 -0.109  -1.92
N 1.192 -0.901 0.197  0.78
C 0.485 -1.831 1.107  1.16
C 0.663 -1.463 2.671  -1.20
C 1.738 -0.357 2.989  -0.78
C 3.222 -0.865 3.201  0.28
C 3.344 -2.173 4.104  -1.48
C 4.076 -1.019 1.886  -0.64
C 0.988 -3.341 0.989  0.04
C 0.948 -3.940 -0.460  -1.34
F 2.254 -3.541 1.551  -0.30
C -1.088 -1.911 0.805  -1.71
C -1.562 -0.876 -0.282  1.00
C -1.367 -1.341 -1.789  -0.98
C -2.751 -1.701 -2.484  0.13
N -0.969 0.468 -0.056  0.21
C -1.417 1.112 1.196  0.82
O -2.792 1.543 1.045  -0.03
N -2.824 2.876 0.697  -0.28
O -3.872 3.329 0.966  -0.11
H 4.041 2.923 -1.072  0.26
H 3.028 2.304 -2.647  0.29
H 3.227 0.637 -0.167  0.01
H 0.632 2.183 -0.794  0.44
H 1.437 -1.319 -0.706  0.71
H 0.834 -2.426 3.230  0.65
H -0.313 -1.073 3.092  0.47
H 1.767 0.503 2.267  0.11
H 1.431 0.100 3.979  0.35
H 3.738 -0.057 3.802  0.66
H 4.114 -1.978 4.908  0.39
H 2.398 -2.451 4.631  0.33
H 3.759 -3.041 3.517  0.28
H 4.395 0.021 1.594  -0.45
H 5.038 -1.555 2.131  0.55
H 3.562 -1.546 1.047  0.12
H 0.266 -3.945 1.612  0.46
H 1.642 -3.369 -1.141  0.32
H 1.362 -4.988 -0.411  0.46
H -0.083 -4.035 -0.881  0.33
H -1.396 -2.927 0.419  0.37
H -1.706 -1.744 1.724  -0.12
H -2.678 -0.764 -0.141  0.73
H -0.690 -2.232 -1.811  0.23
H -0.855 -0.522 -2.374  0.11
H -2.849 -1.053 -3.391  -0.02
H -3.650 -1.512 -1.847  -0.60
H -2.737 -2.796 -2.721  0.26
H -1.279 0.511 2.127  -0.18
H -0.815 2.053 1.310  -0.24
C -1.059 -1.410 -6.561  -0.02
Cl -2.730 -1.761 -6.110  -0.10
Cl -0.060 -1.217 -5.115  -0.02
Cl -0.410 -2.683 -7.600  -0.12
H -1.043 -0.476 -7.115  0.27
C -7.181 3.347 2.252  0.45
Cl -7.726 1.752 1.716  -0.09
Cl -7.725 4.598 1.130  -0.12
Cl -7.758 3.683 3.889  -0.12
H -6.096 3.349 2.265  -0.10
C -6.012 -3.165 -0.658  -0.17
Cl -6.358 -3.911 -2.222  -0.11
Cl -4.487 -3.778 -0.001  -0.06
Cl -5.964 -1.403 -0.807  0.04
H -6.809 -3.428 0.029  0.38
C 3.069 0.160 -7.524  0.04
Cl 3.554 -0.619 -6.014  -0.08
Cl 1.478 0.907 -7.342  -0.12
Cl 4.265 1.362 -8.021  -0.12
H 3.007 -0.601 -8.296  0.28
C 0.079 5.297 2.637  0.30
Cl 0.034 6.999 2.172  -0.12
Cl -1.241 4.402 1.864  0.07
Cl 1.638 4.574 2.215  -0.07
H -0.048 5.233 3.713  -0.06
C -6.148 1.833 -2.936  -0.28
Cl -7.792 1.398 -2.456  -0.09
Cl -5.158 2.184 -1.510  -0.01
Cl -5.419 0.542 -3.902  -0.05
H -6.197 2.730 -3.547  0.41
C -5.896 -1.090 3.520  0.43
Cl -4.272 -1.774 3.701  -0.14
Cl -6.855 -2.057 2.394  -0.12
Cl -6.701 -0.978 5.087  -0.12
H -5.801 -0.088 3.112  -0.08
C 7.098 0.990 0.205  -0.12
Cl 6.002 0.197 -0.935  -0.03
Cl 6.183 1.936 1.388  -0.11
Cl 8.120 -0.205 1.009  -0.11
H 7.738 1.670 -0.348  0.42
C 7.769 -1.588 -5.004  -0.06
Cl 7.168 -3.109 -5.676  -0.12
Cl 7.334 -0.227 -6.042  -0.09
Cl 7.142 -1.345 -3.367  -0.08
H 8.852 -1.642 -4.953  0.35
C 1.344 4.804 6.698  0.00
Cl 1.199 3.524 5.483  -0.04
Cl 2.990 4.874 7.331  -0.11
Cl 0.872 6.366 6.015  -0.11
H 0.671 4.573 7.518  0.31

## Properties
Relative energy (zero: lowest compared OMol25 entry of this formula, charge and spin), eV: 1.821
Largest force on an atom, eV/Å: 2.945
Total charge: +1
2S+1: 1

A molecular structure, C24H41AlBBeF6N4NaO8. Source: the OMol25 dataset; level of theory: wB97M-V/def2-TZVPD.

Last column: Mulliken charge in e.
Element x y z (Å)
F 2.712 -0.280 0.340  -0.33
C 3.444 -0.161 -0.845  0.48
C 4.032 1.209 -0.996  -0.60
B 3.313 2.208 -2.047  0.41
F 4.069 3.464 -2.083  -0.46
C 1.851 2.711 -1.508  -1.63
C 0.711 1.757 -1.612  1.40
C 0.509 1.019 -2.787  -0.64
C -0.490 0.068 -2.838  -0.75
C -1.331 -0.195 -1.777  -0.89
C -1.184 0.538 -0.644  -0.24
C -0.180 1.506 -0.562  -0.64
H 4.196 -0.929 -0.805  0.43
H 2.759 -0.409 -1.650  -0.55
H 4.067 1.670 -0.015  -0.13
H 5.054 1.095 -1.318  0.53
H 3.256 1.774 -3.197  -0.21
H 1.621 3.596 -2.098  0.37
H 1.993 2.990 -0.482  0.17
H 1.153 1.180 -3.628  0.58
H -0.659 -0.511 -3.734  0.56
H -2.083 -0.948 -1.872  0.56
H -1.804 0.375 0.210  0.38
H -0.077 2.061 0.349  0.38
Na 1.780 5.019 -0.679  0.96
Be 1.215 -1.530 -3.630  0.22
N 4.584 2.051 3.000  0.10
C 5.620 2.690 2.396  -0.29
C 5.854 3.876 3.094  -0.41
C 4.941 3.936 4.143  -0.51
C 4.150 2.788 4.066  -0.46
H 4.201 1.170 2.706  0.21
H 6.114 2.268 1.538  0.48
H 6.629 4.586 2.858  0.44
H 4.856 4.706 4.889  0.42
H 3.339 2.451 4.688  0.49
C -3.479 2.022 2.023  -0.14
O -3.013 3.134 1.540  -0.42
H -3.977 2.074 3.009  0.33
H -4.244 1.534 1.338  0.18
H -2.741 1.165 2.092  0.17
C -1.504 -5.179 -0.667  -1.18
C -1.024 -4.160 0.329  0.64
C -0.863 -4.636 1.763  -0.62
O -1.092 -3.424 2.514  -0.34
C -1.881 -2.635 1.775  0.59
O -2.411 -1.636 2.173  -0.58
O -2.008 -3.110 0.517  -0.22
H -1.590 -4.736 -1.659  0.09
H -0.802 -6.012 -0.713  0.41
H -2.488 -5.554 -0.383  0.35
H -0.104 -3.684 -0.019  0.24
H 0.123 -5.028 1.988  0.33
H -1.625 -5.365 2.044  0.34
C -8.262 1.187 0.105  -0.71
N -7.119 1.496 1.009  0.82
O -7.234 2.390 1.813  -0.51
O -6.121 0.806 0.872  -0.50
H -9.067 1.870 0.340  0.31
H -7.907 1.313 -0.912  0.29
H -8.542 0.153 0.281  0.29
C -1.704 -3.202 -4.644  0.77
O -2.114 -3.403 -3.514  -0.61
N -2.180 -3.769 -5.757  0.06
C -1.635 -3.478 -7.070  -0.89
C -3.284 -4.712 -5.633  -0.95
H -0.870 -2.497 -4.840  -0.30
H -2.401 -3.054 -7.720  0.34
H -1.246 -4.384 -7.535  0.35
H -0.823 -2.761 -6.975  0.27
H -4.150 -4.228 -5.181  0.29
H -3.001 -5.551 -4.999  0.29
H -3.546 -5.077 -6.621  0.38
F 8.680 1.716 2.485  -0.37
Al 9.800 2.522 3.458  0.52
F 11.331 2.376 2.827  -0.36
F 9.726 1.896 5.001  -0.38
F 9.326 4.134 3.487  -0.39
C -1.651 2.823 5.289  -0.55
C -0.353 3.416 5.537  0.25
N 0.668 3.867 5.729  -0.34
H -1.534 1.758 5.095  0.21
H -2.303 2.958 6.148  0.32
H -2.100 3.295 4.416  0.12
O -5.446 -3.143 1.302  -0.65
H -5.864 -2.515 1.896  0.29
H -4.566 -2.773 1.174  0.33

## Properties
Relative energy (zero: lowest compared OMol25 entry of this formula, charge and spin), eV: 0.000
Largest force on an atom, eV/Å: 2.000
2S+1: 1

In eV, the HOMO-LUMO gap values for the records above are, in order, 6.214 8.620 7.620 1.699.
In u, the M values for the records above are, in order, 579.86 102.13 1523.22 697.40.
In eV, the HOMO level values for the records above are, in order, -13.9 -8.1 -11.7 -7.7.